Below is C3H9NSi in the gas phase at a distorted geometry, with properties calculated with wB97M-V/def2-TZVPD.

```
! wB97M-V def2-TZVPD RIJCOSX def2/J DEFGRID3
* xyz 0 1
C -2.544 -0.402 -0.441
C 1.341 -0.096 -1.469
C 0.385 0.568 1.527
N -1.442 -0.712 -0.924
Si 0.241 -0.666 -0.029
H -3.511 -0.367 -0.997
H -2.751 -0.216 0.605
H 2.347 -0.145 -1.207
H 1.144 -0.950 -2.163
H 1.012 0.852 -1.809
H 0.739 1.607 1.317
H -0.541 0.447 2.021
H 1.194 0.193 2.002
H 0.227 -2.247 0.003
*
```

Calculated values
**Energy above the lowest of the compared OMol25 structures with the same formula, charge and spin**: 0.720 eV
**E_HOMO**: -8.7 eV
**LUMO energy**: 0.89 eV
**E_tot**: -12623.54264 eV
**Orbital gap**: 0.3531 Eh
**SMILES**: C=N[SiH](C)C


Below is 2 unconnected molecules or ions with the total composition C4H8NO3 at a distorted geometry, with properties calculated with wB97M-V/def2-TZVPD.

```
! wB97M-V def2-TZVPD RIJCOSX def2/J DEFGRID3
* xyz -1 1
C 2.478 -1.328 1.037
C 2.285 0.028 1.718
O 1.097 0.458 1.810
O 3.303 0.618 2.138
H 3.191 -1.201 0.215
H 1.532 -1.682 0.632
H 2.899 -2.056 1.726
C -2.700 0.336 -1.724
C -1.300 0.331 -1.130
O -0.430 -0.386 -1.611
N -1.092 1.158 -0.094
H -0.274 0.998 0.506
H -1.888 1.644 0.286
H -2.897 1.347 -2.085
H -3.409 0.134 -0.914
H -2.796 -0.399 -2.512
*
```

Calculated values
**Energy above the lowest of the compared OMol25 structures with the same formula, charge and spin**: 0.535 eV
**E_HOMO**: -4.0 eV
**LUMO energy**: 3.38 eV
**E_tot**: -11912.75944 eV
**Orbital gap**: 0.2712 Eh


Below is a molecular structure, C2H4HgO at a distorted geometry, with properties calculated with wB97M-V/def2-TZVPD.

```
! wB97M-V def2-TZVPD RIJCOSX def2/J DEFGRID3
* xyz 0 3
H 1.359 0.417 -2.110
C -1.230 -0.597 0.186
H -0.934 -1.629 -0.017
H -2.289 -0.345 0.144
C -0.314 0.389 0.294
O 0.990 0.247 0.182
Hg 3.090 0.087 1.048
H -0.672 1.432 0.275
*
```

Calculated values
**Energy above the lowest of the compared OMol25 structures with the same formula, charge and spin**: 1.165 eV
**E_HOMO (alpha / beta)**: -8.3 / -8.1 eV
**LUMO energy (alpha / beta)**: 0.83 / -2.68 eV
**E_tot**: -8355.59886 eV
**Orbital gap (alpha / beta)**: 0.3370 / 0.1976 Eh